No. 1
A molecular structure, C35H35BN6O10S5TeY at a distorted geometry. Source: the OMol25 dataset; level of theory: ωB97M-V/def2-TZVPD.

CARTESIAN COORDINATES (ANGSTROEM)
Y  0.977  0.168  -0.487
O  0.362  -1.709  -2.038
S  -1.028  -1.410  -1.724
O  -1.800  -2.538  -1.271
O  -1.101  -0.253  -0.790
C  -1.699  -0.919  -3.300
C  -2.531  -1.808  -3.961
C  -2.918  -1.548  -5.267
C  -2.476  -0.395  -5.900
C  -1.648  0.493  -5.230
C  -1.239  0.229  -3.933
S  -0.331  1.524  -3.065
O  -1.283  1.988  -2.089
O  0.001  2.510  -4.070
O  0.887  0.907  -2.476
H  -2.867  -2.685  -3.426
H  -3.558  -2.247  -5.791
H  -2.778  -0.186  -6.918
H  -1.296  1.408  -5.686
N  0.844  -1.960  0.490
C  0.969  -3.096  0.562
C  0.896  -4.496  0.769
C  1.206  -5.403  -0.241
C  0.987  -6.750  -0.014
C  0.475  -7.183  1.202
C  0.208  -6.275  2.217
C  0.415  -4.923  2.009
H  1.610  -5.030  -1.173
H  1.214  -7.470  -0.788
H  0.280  -8.236  1.359
H  -0.165  -6.619  3.172
H  0.211  -4.184  2.773
C  1.990  4.512  -1.906
N  1.033  5.179  -1.061
C  -0.069  5.872  -1.522
C  -0.727  6.361  -0.458
N  -0.028  5.952  0.661
C  1.052  5.202  0.297
S  2.166  4.575  1.362
H  1.568  3.602  -2.330
H  2.860  4.258  -1.308
H  2.282  5.184  -2.714
H  -0.288  5.942  -2.571
H  -1.626  6.943  -0.390
H  -0.268  6.107  1.622
C  -3.708  -0.344  0.760
Te  -1.930  -1.368  1.496
C  -3.248  -1.442  3.281
C  -4.157  -0.259  3.196
C  -4.774  0.312  4.304
C  -5.600  1.419  4.167
C  -5.797  1.985  2.917
C  -5.181  1.427  1.804
C  -4.379  0.298  1.931
H  -4.369  -1.082  0.298
H  -3.413  0.376  -0.002
H  -2.696  -1.463  4.219
H  -3.839  -2.359  3.229
H  -4.599  -0.111  5.286
H  -6.089  1.840  5.037
H  -6.419  2.864  2.809
H  -5.320  1.873  0.827
O  3.259  -3.128  -2.233
S  3.690  -2.362  -1.096
O  3.647  -3.062  0.161
N  2.965  -0.883  -0.973
C  3.856  0.095  -1.067
S  3.433  1.680  -0.796
C  5.236  -0.338  -1.347
C  6.349  0.462  -1.549
C  7.568  -0.157  -1.775
C  7.670  -1.545  -1.791
C  6.551  -2.343  -1.588
C  5.342  -1.717  -1.373
H  6.242  1.537  -1.526
H  8.455  0.443  -1.932
H  8.634  -2.006  -1.958
H  6.624  -3.422  -1.595
N  -2.148  2.766  3.103
C  -0.930  2.225  2.492
C  -0.860  2.635  1.029
O  -1.784  3.507  0.678
O  0.002  2.246  0.272
H  -2.023  2.898  4.097
H  -2.913  2.105  2.991
H  -2.338  3.627  1.488
H  -0.854  1.136  2.551
H  -0.040  2.646  2.965
B  1.105  -1.026  3.896
C  1.437  -0.205  2.617
N  1.585  0.340  1.605
H  -0.011  -1.474  3.659
H  1.906  -1.924  3.969
H  1.096  -0.318  4.869

## Properties
Frontier orbital gap ... 7.153 eV
Total charge ... -1
Relative energy (zero: lowest compared OMol25 entry of this formula, charge and spin) ... 208.30 kJ/mol

***

No. 2
A molecular structure, C35H35BN6O10S5TeY. Source: the OMol25 dataset; level of theory: ωB97M-V/def2-TZVPD.

CARTESIAN COORDINATES (ANGSTROEM)
Y  -1.027  -0.052  0.245
O  -3.722  2.211  -0.140
S  -2.578  3.054  0.121
O  -2.522  4.280  -0.645
O  -1.300  2.301  0.043
C  -2.676  3.595  1.833
C  -3.118  4.900  2.014
C  -3.258  5.440  3.283
C  -2.951  4.672  4.393
C  -2.511  3.369  4.225
C  -2.368  2.820  2.956
S  -1.777  1.125  2.928
O  -2.581  0.436  1.898
O  -1.934  0.647  4.268
O  -0.388  1.153  2.431
H  -3.339  5.487  1.134
H  -3.605  6.459  3.398
H  -3.057  5.079  5.391
H  -2.282  2.746  5.077
N  -2.886  -1.514  -0.416
C  -2.956  -2.400  -1.142
C  -2.968  -3.421  -2.145
C  -3.196  -3.039  -3.466
C  -3.146  -3.998  -4.461
C  -2.863  -5.318  -4.135
C  -2.625  -5.686  -2.819
C  -2.673  -4.740  -1.809
H  -3.381  -1.997  -3.696
H  -3.307  -3.713  -5.492
H  -2.806  -6.063  -4.919
H  -2.376  -6.711  -2.578
H  -2.461  -4.990  -0.781
C  -3.614  2.589  -3.415
N  -2.194  2.877  -3.316
C  -1.600  4.113  -3.482
C  -0.289  3.966  -3.208
N  -0.104  2.642  -2.882
C  -1.267  1.974  -2.942
S  -1.499  0.316  -2.646
H  -3.796  1.885  -4.226
H  -4.134  3.524  -3.606
H  -3.961  2.167  -2.473
H  -2.175  4.987  -3.723
H  0.512  4.681  -3.186
H  0.764  2.198  -2.603
C  3.264  -0.857  -1.454
Te  2.524  -0.008  -3.267
C  4.518  0.783  -3.362
C  4.909  0.972  -1.918
C  5.829  1.924  -1.501
C  6.153  2.051  -0.155
C  5.566  1.207  0.779
C  4.641  0.251  0.370
C  4.296  0.134  -0.972
H  3.681  -1.836  -1.688
H  2.461  -0.994  -0.736
H  4.543  1.717  -3.919
H  5.169  0.063  -3.859
H  6.294  2.576  -2.232
H  6.869  2.800  0.161
H  5.830  1.287  1.827
H  4.187  -0.416  1.092
O  -2.114  -3.963  1.335
S  -1.824  -3.026  2.392
O  -2.932  -2.386  3.031
N  -0.677  -1.933  1.889
C  0.507  -2.176  2.441
S  1.920  -1.387  2.064
C  0.474  -3.269  3.462
C  1.506  -3.734  4.260
C  1.231  -4.754  5.159
C  -0.047  -5.301  5.258
C  -1.080  -4.839  4.454
C  -0.781  -3.822  3.569
H  2.491  -3.296  4.168
H  2.021  -5.132  5.796
H  -0.236  -6.094  5.970
H  -2.078  -5.252  4.516
N  3.236  3.320  1.374
C  2.211  2.279  1.446
C  1.710  1.971  0.055
O  2.072  2.845  -0.864
O  1.029  1.005  -0.225
H  4.166  2.918  1.395
H  3.151  3.981  2.132
H  2.676  3.464  -0.379
H  1.339  2.602  2.018
H  2.533  1.341  1.894
B  0.974  -3.922  -2.474
C  0.445  -2.713  -1.603
N  0.055  -1.836  -0.959
H  0.861  -4.925  -1.799
H  0.286  -3.972  -3.475
H  2.135  -3.697  -2.753

## Properties
Frontier orbital gap ... 7.457 eV
Total charge ... -1
Relative energy (zero: lowest compared OMol25 entry of this formula, charge and spin) ... 2.22 kJ/mol

***

| no. | E_HOMO (eV) | E (hartree) |
| --- | --- | --- |
| 1 | -5.058 | -4758.12399 |
| 2 | -5.479 | -4758.20248 |